1.
{"formula": "C4H12O", "method": "wB97M-V/def2-TZVPD", "elements": ["H", "H", "H", "H", "H", "C", "H", "C", "H", "H", "C", "H", "H", "C", "H", "H", "O"], "positions_angstrom": [[-1.162, 0.418, -2.729], [-1.978, 1.103, -1.301], [0.669, -3.580, 1.360], [1.198, 2.942, -0.171], [0.724, 1.901, -2.298], [0.752, -2.578, 1.745], [0.931, -2.403, 2.805], [-0.047, 1.926, -1.518], [-0.650, -0.109, -1.191], [-0.483, 2.920, -1.663], [0.656, 1.993, -0.152], [-0.515, -1.012, 1.677], [-0.035, 1.876, 0.660], [-1.026, 0.774, -1.716], [1.487, 1.288, -0.090], [1.499, -1.988, 1.203], [-0.514, -1.939, 1.458]], "mulliken_charge": [0.325, 0.270, 0.214, 0.343, 0.262, -0.449, 0.236, -0.217, 0.203, 0.293, -1.072, 0.276, 0.289, -0.960, 0.271, 0.219, -0.506], "de_lowest_kcal_mol": 21.5, "lumo_energy_ha": 0.0338, "smiles": "CCC.CO", "orbital_gap_ev": 11.18, "fmax_ha_per_bohr": 0.0536, "multiplicity": 1}


2.
{"formula": "C20H41BN2O7", "method": "wB97M-V/def2-TZVPD", "elements": ["H", "O", "C", "C", "H", "H", "H", "H", "C", "C", "H", "H", "H", "O", "C", "H", "H", "C", "C", "N", "H", "H", "C", "C", "C", "H", "O", "H", "C", "N", "H", "H", "H", "H", "C", "C", "O", "C", "H", "H", "C", "H", "C", "C", "H", "H", "H", "H", "O", "H", "B", "C", "H", "H", "H", "H", "H", "H", "H", "C", "H", "H", "O", "H", "H", "H", "O", "H", "H", "H", "C"], "positions_angstrom": [[-3.857, -5.166, 2.869], [4.083, 4.083, 0.177], [-3.315, -0.079, 3.076], [-4.126, -4.542, 3.716], [-1.675, -4.234, 2.880], [-3.030, 0.169, 0.469], [-0.684, -0.575, -5.075], [-0.989, -0.632, 1.858], [0.858, 1.950, -3.564], [-0.195, -1.016, -4.208], [-0.608, -2.016, -4.081], [9.546, 3.283, 1.085], [2.178, 0.926, -4.950], [0.922, 1.007, -1.426], [-0.414, -0.208, -2.917], [0.866, -1.127, -4.430], [0.484, -1.717, -1.642], [-1.038, -2.231, 3.319], [-1.664, 1.795, -3.918], [0.711, 0.755, -2.666], [-1.047, -1.529, 4.157], [-3.874, -5.072, 4.636], [-0.479, 2.697, -3.582], [-3.375, -3.215, 3.705], [6.856, 2.759, 1.043], [9.704, 1.925, 2.246], [3.983, 1.736, 0.675], [-1.360, -2.215, 1.194], [-0.460, -1.180, -1.747], [-3.773, -2.477, 2.458], [1.540, 2.467, -5.528], [-1.965, 0.939, -1.970], [-4.623, -1.799, 4.803], [1.663, 3.219, -1.994], [9.114, 2.333, 1.422], [-3.759, -2.438, 4.977], [6.993, 2.675, -0.154], [-1.722, 0.591, -2.979], [-2.887, 0.837, 2.668], [-0.403, 3.521, -4.296], [1.289, 1.558, -4.980], [0.004, -2.523, 3.180], [-1.544, -1.554, 2.047], [-3.037, -1.222, 2.094], [-2.520, -0.092, -3.281], [-1.253, -1.908, -1.928], [-1.555, -3.900, 4.602], [0.521, 1.043, -5.547], [7.803, 2.564, 1.948], [-4.026, -3.143, 5.764], [4.584, 2.946, 0.771], [-1.865, -3.473, 3.644], [-2.947, -1.823, 5.360], [2.142, 3.675, -3.629], [-0.671, -0.673, -0.809], [-4.600, -0.614, 0.723], [-4.389, 0.073, 3.194], [-3.287, -1.504, -0.049], [-2.589, 2.365, -3.822], [-3.521, -0.774, 0.720], [-5.204, -4.378, 3.693], [4.764, 4.504, -0.373], [5.711, 3.058, 1.636], [9.076, 1.625, 0.591], [-0.640, 3.141, -2.595], [-2.879, -0.226, 4.058], [-4.017, -3.238, 1.457], [3.268, 1.735, 0.016], [2.873, 2.264, -2.857], [-1.616, 1.468, -4.960], [1.945, 2.829, -2.969]], "mulliken_charge": [0.382, -0.432, -1.774, -1.917, 0.415, 0.366, 0.331, 0.425, 1.809, -1.923, 0.499, 0.281, 0.371, -0.637, 2.160, 0.331, 0.473, -0.708, -0.671, 0.565, 0.350, 0.462, -1.300, 1.823, 0.789, 0.216, -0.438, 0.342, -2.195, 0.521, 0.451, 0.168, 0.313, 0.405, -0.623, -1.800, -0.592, -0.971, 0.427, 0.425, -1.791, 0.389, -1.076, 1.630, 0.401, 0.485, 0.366, 0.329, -0.326, 0.490, 0.695, -1.300, 0.316, 0.439, 0.299, 0.495, 0.358, 0.332, 0.399, -1.744, 0.450, 0.285, -0.486, 0.307, 0.365, 0.333, -0.634, 0.319, 0.452, 0.362, -2.056], "de_lowest_kcal_mol": 0.0, "lumo_energy_ha": [0.0218, 0.0177], "orbital_gap_ev": [8.54, 9.69], "s2": 2.01, "fmax_ha_per_bohr": 0.0150, "multiplicity": 3}


3.
{"formula": "C38H46AsN3O2PS5Tl", "method": "wB97M-V/def2-TZVPD", "elements": ["C", "C", "C", "H", "C", "H", "S", "H", "H", "C", "C", "N", "C", "C", "H", "H", "H", "H", "H", "C", "C", "H", "H", "H", "H", "H", "C", "H", "H", "H", "C", "H", "C", "H", "S", "O", "C", "S", "S", "C", "C", "O", "H", "H", "H", "H", "C", "S", "H", "H", "C", "P", "H", "H", "N", "H", "C", "C", "C", "C", "C", "C", "H", "H", "H", "H", "H", "Tl", "As", "C", "H", "C", "H", "H", "H", "H", "C", "H", "H", "N", "H", "C", "H", "C", "H", "C", "C", "C", "C", "C", "C", "H", "C", "H", "C", "H", "C"], "positions_angstrom": [[4.152, 3.120, -1.618], [2.563, -2.803, -0.287], [-4.002, 6.007, 0.256], [-3.677, -5.245, -3.252], [-1.267, -4.699, -2.449], [8.200, 2.657, 2.521], [-5.261, 7.056, 0.392], [4.859, 0.987, -3.281], [-2.140, 0.169, 5.108], [-1.787, -4.897, 1.300], [1.757, -3.708, 0.645], [-1.938, 4.931, -0.311], [-3.699, -4.286, -2.747], [-1.519, 6.321, -2.564], [6.185, 2.483, 3.787], [-5.550, -1.604, -2.079], [-0.839, 5.623, -2.091], [5.869, 0.112, -2.071], [-2.289, -4.515, 2.224], [4.808, 3.483, 2.462], [-4.860, -3.526, -2.683], [3.517, -4.537, 1.455], [-6.009, -4.799, -3.961], [-4.681, -2.735, 3.270], [-2.030, -5.977, 1.235], [-4.149, 8.797, -3.983], [-3.423, 8.125, -3.547], [4.536, 3.443, 1.390], [-3.324, 0.227, -1.764], [4.462, 4.049, -1.092], [-1.841, -1.284, 2.025], [3.280, 2.687, -1.063], [2.569, -6.447, 3.124], [-1.961, 8.587, -5.026], [-3.719, 4.834, 1.551], [5.754, 1.247, 2.237], [-3.449, -1.402, 4.406], [-1.497, 2.953, 1.553], [3.050, 0.937, 1.197], [-2.307, 4.275, 0.778], [-1.259, 7.076, -3.689], [5.589, 1.932, -0.116], [-3.388, -2.562, 1.193], [3.946, 3.381, -2.664], [-4.700, 7.442, -1.935], [3.618, -3.120, -0.288], [-6.184, -3.961, -3.256], [5.736, -0.944, 0.486], [-2.909, -0.264, -0.092], [3.497, -6.782, 2.647], [-0.301, -4.693, 1.335], [5.004, 0.776, 0.877], [-2.260, -4.353, 0.476], [2.852, -5.901, 4.069], [-1.041, -1.076, 0.948], [4.941, 4.525, 2.790], [-3.038, -2.023, 2.077], [-3.602, -0.461, -0.916], [-2.746, 6.521, -1.891], [4.998, 0.788, -2.221], [-2.353, -0.504, 4.287], [-3.573, -1.869, -1.408], [-0.701, 0.218, 3.141], [7.428, 4.270, 2.316], [1.938, -7.300, 3.431], [-4.059, -1.484, 5.323], [-4.621, -0.201, -0.574], [0.262, 1.145, 0.071], [-0.643, -2.195, -0.424], [-2.414, -2.696, -1.370], [6.245, 2.517, -1.954], [2.434, -4.611, 1.444], [-0.311, 6.936, -4.234], [2.596, -1.743, 0.038], [-0.859, -5.238, -1.571], [3.917, 3.047, 3.016], [5.271, 2.102, -1.523], [2.200, -2.835, -1.341], [-6.891, -4.279, -2.456], [-2.922, 5.821, -0.674], [-0.437, -4.064, -2.871], [-3.792, -2.105, 3.245], [-0.163, -6.274, 2.803], [7.317, 3.190, 2.090], [-1.588, -5.431, -3.218], [0.398, -5.581, 2.191], [6.019, 2.612, 2.711], [-4.731, -2.290, -2.052], [0.360, -3.707, 0.598], [-2.188, 7.993, -4.156], [-2.503, -3.857, -2.151], [7.294, 2.991, 1.024], [1.783, -5.563, 2.241], [-6.652, -3.140, -3.855], [-1.554, -0.494, 3.190], [4.127, 0.274, -1.791], [-3.726, 7.400, -2.415]], "mulliken_charge": [-0.920, -1.282, 0.162, 0.234, -1.427, 0.295, -0.443, 0.478, 0.369, -1.543, 0.394, -0.883, -0.790, -0.531, 0.364, 0.417, 0.565, 0.342, 0.347, -1.005, 0.279, 0.387, 0.328, 0.341, 0.543, 0.340, -0.601, 0.037, 0.317, 0.268, 0.046, 0.013, -1.419, 0.354, -0.136, -0.571, -0.645, -0.283, -0.229, 0.115, -0.481, -0.325, 0.614, 0.447, 0.162, 0.455, -1.443, -0.564, 0.000, 0.359, 1.575, 0.486, -0.285, 0.250, -0.188, 0.450, 0.042, -1.449, 0.857, -1.339, -0.500, 0.590, 0.358, 0.356, 0.353, 0.309, 0.359, 0.419, 1.065, -0.116, 0.086, -1.048, 0.306, 0.116, 0.194, 0.229, 0.485, 0.254, 0.260, 0.610, 0.261, -0.732, 0.364, -1.137, 0.414, -1.141, 0.507, -0.801, 0.085, -0.426, 1.243, 0.187, 0.839, 0.337, -0.614, 0.163, -0.480], "charge": -2, "lumo_energy_ha": 0.1400, "orbital_gap_ev": 6.06, "fmax_ha_per_bohr": 0.0632, "multiplicity": 1}


4.
{"formula": "C5H11N", "method": "wB97M-V/def2-TZVPD", "elements": ["H", "C", "H", "C", "H", "H", "H", "H", "N", "C", "H", "C", "C", "H", "H", "H", "H"], "positions_angstrom": [[-0.133, 1.905, -0.951], [-0.605, 0.185, 0.357], [-0.544, 0.806, 1.266], [1.881, -0.495, 0.854], [2.399, -1.440, 1.005], [-1.853, 1.551, -0.839], [1.786, 1.041, -0.642], [2.061, 0.308, 1.575], [0.611, -0.606, 0.153], [-1.734, -0.834, 0.437], [-0.800, 0.473, -1.761], [-0.857, 1.091, -0.859], [1.731, -0.039, -0.539], [-1.557, -1.610, -0.322], [-1.751, -1.323, 1.412], [-2.682, -0.329, 0.242], [2.046, -0.637, -1.382]], "mulliken_charge": [0.342, 0.611, 0.221, -0.431, 0.261, 0.422, 0.229, 0.271, -0.264, -1.401, 0.336, -1.426, -0.479, 0.345, 0.325, 0.394, 0.243], "de_lowest_kcal_mol": 36.0, "lumo_energy_ha": 0.0445, "smiles": "CC(C)N1CC1", "orbital_gap_ev": 10.08, "fmax_ha_per_bohr": 0.0095, "multiplicity": 1}